(1)
# C10F30KN5O20S10

A molecular structure, C10F30KN5O20S10 (ωB97M-V/def2-TZVPD, the OMol25 dataset).

Summary:
* charge: -4

Each line ends with the Mulliken charge.
Geometry (Å):
K (19.00255, -7.46747, -0.09876)  0.9885
S (13.77233, -10.22320, -4.51324)  0.8820
S (16.00581, -2.92015, 1.79550)  0.9950
S (13.68507, -11.36409, -6.86197)  1.0280
S (20.28861, -14.25151, -1.68556)  0.9417
S (20.92467, -15.93526, -3.48521)  1.0721
S (17.20584, -2.33379, -0.47473)  0.9900
S (21.44431, -6.50905, -6.51407)  0.9094
S (24.00727, -8.27311, 2.60201)  1.0319
S (22.05679, -9.21058, 4.01772)  0.9837
S (23.37859, -7.82694, -7.55635)  1.1018
F (25.95160, -6.74717, 1.44086)  -0.1985
F (18.95635, -6.95963, -7.54784)  -0.2013
F (17.89461, -14.06036, -0.37453)  -0.2503
F (13.21926, -11.83431, -2.43704)  -0.2352
F (13.14390, -13.31945, -8.52112)  -0.2321
F (19.15049, -0.63738, -0.00447)  -0.2303
F (23.81434, -10.43818, -7.07412)  -0.2448
F (19.12245, -17.05697, -5.08105)  -0.2555
F (25.01341, -9.70941, -8.70737)  -0.2120
F (20.32304, -6.10219, -9.00720)  -0.2394
F (16.81606, -5.07805, 3.41922)  -0.2202
F (23.93519, -6.59042, 0.51127)  -0.2108
F (19.27220, -1.62484, -1.90674)  -0.2087
F (23.78766, -8.85190, 6.10189)  -0.1965
F (14.72541, -4.26959, 3.69035)  -0.2078
F (24.42243, -5.67055, 2.49966)  -0.2421
F (19.52074, -4.89244, -7.41007)  -0.2244
F (22.20964, -7.29085, 6.00701)  -0.2326
F (13.94685, -14.04219, -6.69805)  -0.2404
F (19.86527, -2.68904, -0.00409)  -0.1954
F (20.35385, -15.54893, -6.04149)  -0.2127
F (19.38951, -14.94882, 0.79187)  -0.2448
F (21.21486, -17.42016, -5.65171)  -0.2099
F (15.12164, -5.52656, 2.05269)  -0.2240
F (18.46474, -16.06050, -0.76462)  -0.2305
F (11.83146, -12.25565, -4.06917)  -0.2163
F (22.85299, -10.07775, -8.93302)  -0.2306
F (11.57404, -10.42540, -2.70795)  -0.2238
F (15.25083, -13.10104, -8.13438)  -0.2069
F (21.65298, -9.27500, 6.68381)  -0.2078
O (16.53583, -1.91904, 2.80294)  -0.6782
O (23.80447, -6.96702, -8.65687)  -0.6625
O (14.86447, -9.73136, -3.68124)  -0.5719
O (22.19997, -15.28695, -3.74032)  -0.6441
O (16.54610, -1.04557, -0.32005)  -0.6197
O (20.90551, -17.13747, -2.65663)  -0.6703
O (12.18465, -11.29464, -6.76445)  -0.6379
O (16.82124, -3.03975, -1.72175)  -0.6427
O (24.21029, -7.59071, -6.32481)  -0.6683
O (20.59929, -9.28257, 3.87301)  -0.6499
O (22.79592, -10.45603, 3.86014)  -0.5430
O (21.58540, -14.56573, -1.15604)  -0.5532
O (14.75414, -2.57586, 1.19396)  -0.5962
O (24.09782, -9.34171, 1.58580)  -0.6317
O (22.34791, -5.34079, -6.45473)  -0.5661
O (14.37296, -10.39313, -7.79185)  -0.6464
O (20.68964, -6.71673, -5.25052)  -0.6243
O (25.02010, -8.37194, 3.64398)  -0.6607
O (12.98314, -9.10623, -5.12457)  -0.5843
O (20.03732, -12.81426, -1.90091)  -0.6335
N (17.14834, -3.37847, 0.84042)  -0.3822
N (14.39865, -11.48077, -5.49466)  -0.3727
N (22.60204, -7.86987, 3.06973)  -0.4355
N (21.90387, -8.06123, -7.19303)  -0.3550
N (19.73512, -14.90339, -3.21488)  -0.3963
C (19.05766, -1.82500, -0.59272)  0.6505
C (12.46047, -11.21339, -3.38727)  0.6198
C (19.92714, -6.10260, -7.74309)  0.6517
C (14.06401, -13.07711, -7.61053)  0.6378
C (18.97565, -14.89542, -0.44958)  0.6655
C (20.38606, -16.54405, -5.22926)  0.6209
C (22.45698, -8.60652, 5.85605)  0.6282
C (24.65369, -6.71179, 1.66856)  0.5755
C (15.64846, -4.58624, 2.83598)  0.5732
C (23.81316, -9.56491, -8.15579)  0.5651

(2)
# CH8O4

4 unconnected molecules or ions with the total composition CH8O4 (ωB97M-V/def2-TZVPD, the OMol25 dataset).

Summary:
* SMILES: C=O.O.O.O

Each line ends with the Mulliken charge.
Geometry (Å):
O (2.42163, -0.13986, 0.45260)  -0.4060
O (-0.40546, -1.68665, 0.07862)  -0.6593
O (-0.85306, 0.56555, -2.23102)  -0.6122
O (-2.69719, 0.20758, 0.33166)  -0.7035
C (2.62355, 0.63302, 1.42299)  -0.0632
H (-2.02588, 0.89821, 0.38723)  0.3491
H (-0.51925, -0.23166, -1.74746)  0.3191
H (-2.82998, 0.07012, -0.62912)  0.3433
H (-0.30116, 0.22415, -2.94726)  0.3134
H (3.30400, 1.43464, 1.31702)  0.2778
H (2.07296, 0.66134, 2.41608)  0.1992
H (0.29723, -1.64283, 0.64347)  0.2900
H (-1.08738, -0.99360, 0.50519)  0.3523

Values of max |F|, in order: 6.25, 5.74, all in eV Å⁻¹.
Values of ΔE to the lowest compared entry with this formula, charge and spin, in order: 93.3, 24.4, all in kcal/mol.
Values of energy, in order: -9737.28265, -343.79813, all in a.u..